# 1
Density functional theory data (ωB97M-V with the def2-TZVPD basis set) for a structure of composition C28H28IrN10O4S3.

Values from the calculation:
Spin multiplicity = 2
<S²> = 0.773
Energy relative to the best compared isomer or geometry (same formula, charge and spin) = 0.0 kJ/mol
Gap between HOMO and LUMO (alpha / beta) = 6.085 / 5.045 eV
Total energy = -3230.85148 Eh
Strongest force on any atom = 0.3 eV/Å
Total charge = +2

Structure (XYZ):
```
74
C28H28IrN10O4S3 (ωB97M-V with the def2-TZVPD basis set)
Ir 0.312 0.599 -0.341
H -2.709 6.555 1.045
H -3.721 -1.938 6.097
C -3.165 -2.028 4.045
C -1.743 0.330 4.553
N -2.415 -1.943 1.744
O 2.211 -0.830 -2.467
C 1.263 2.752 1.175
C 1.041 -1.145 -2.605
H 1.907 1.359 -2.998
N -1.019 -0.288 0.941
C -1.352 5.653 -0.353
H -1.863 4.531 2.171
S 3.315 -2.677 1.012
C 3.247 4.172 -1.680
H 5.078 -1.006 1.186
C -2.458 -0.281 5.556
H 0.728 -1.871 -3.370
C 2.712 4.035 -0.403
S -1.477 1.736 -1.429
H -1.505 -4.107 -1.737
H -0.491 5.890 0.276
N -2.375 3.225 0.610
C 0.690 -5.336 -4.019
H -1.402 6.395 -1.147
N -1.150 4.337 -0.971
H 1.583 -6.111 -5.700
H -1.372 -4.701 -4.117
N 0.676 -2.536 0.229
H -2.813 -2.859 1.578
S 0.460 -4.199 0.333
H -2.808 2.355 0.872
N 1.896 -0.575 0.361
N 0.764 -5.665 -5.328
C -2.445 -1.405 3.030
C -0.578 -4.482 -2.151
C -0.505 -4.816 -3.479
H -0.050 -5.634 -5.914
C 0.537 -4.655 -1.327
C -0.960 0.340 2.180
O 1.557 -4.767 1.064
H 2.579 -5.319 -1.194
C -3.166 -1.461 5.300
H -1.704 -1.854 -0.197
H 3.337 3.286 -3.641
O -0.880 -4.307 0.834
H -3.495 5.584 -0.197
H -2.469 0.147 6.549
N -0.227 1.412 2.373
C 2.945 3.221 -2.636
H -0.669 4.265 -1.854
C -1.729 -0.229 3.267
H -1.178 1.233 4.736
C 1.781 -1.951 0.492
C 1.805 -5.502 -3.175
H 3.891 5.009 -1.916
C -1.675 3.213 -0.511
C 2.133 2.146 -2.296
O 0.033 -0.699 -1.915
H 3.398 0.879 0.509
C -2.629 4.435 1.398
H 2.720 -5.916 -3.578
C 1.896 2.954 -0.131
N 1.625 2.006 -1.074
N 0.463 1.747 1.238
C 1.730 -5.166 -1.846
H 1.444 3.393 2.030
C 4.035 -1.156 0.954
H 2.923 4.756 0.376
C -1.721 -1.384 0.776
C -2.631 5.636 0.467
H -3.710 -2.942 3.845
H -3.591 4.319 1.890
C 3.136 -0.163 0.604
```


# 2
Density functional theory data (ωB97M-V with the def2-TZVPD basis set) for a structure of composition C28H28N15O3Ti in a non-equilibrium geometry.

Values from the calculation:
Spin multiplicity = 1
Energy relative to the best compared isomer or geometry (same formula, charge and spin) = 91.5 kJ/mol
Gap between HOMO and LUMO (alpha / beta) = 3.846 / 3.866 eV
Total energy = -2980.49566 Eh
Strongest force on any atom = 1.6 eV/Å
Total charge = -1

Structure (XYZ):
```
75
C28H28N15O3Ti (ωB97M-V with the def2-TZVPD basis set)
H 0.320 -0.899 3.527
H 3.693 -2.767 4.738
C -0.139 -0.364 -5.274
C 1.076 1.497 -4.359
N 1.783 0.279 -0.982
C -3.838 2.726 -2.094
C -1.454 0.214 3.921
N 0.575 -0.466 -2.977
N 0.414 0.871 2.441
H -1.372 2.160 4.674
H -0.624 -0.864 -6.101
C 4.038 0.416 2.584
H 0.218 2.684 1.448
C 0.036 0.148 3.629
H 0.335 1.490 -6.338
C -5.123 1.083 -3.341
H -4.355 -0.953 -3.357
H 4.114 1.300 1.965
N 2.675 0.441 0.054
N -1.638 -1.607 1.500
C 0.423 0.946 -5.404
C -4.931 2.386 -2.897
H -2.079 1.814 1.843
C 3.122 -1.780 2.923
O -1.688 -1.518 -1.884
O 1.565 -1.431 0.638
C -1.534 2.355 2.614
H -2.017 -0.258 3.117
H 0.604 0.558 4.478
H -1.739 -0.205 4.886
C -1.139 -3.458 0.603
C -2.972 1.708 -1.771
C -1.705 1.715 -0.918
N 0.751 -5.193 -1.979
C 3.791 -1.870 4.138
H -5.640 3.152 -3.185
N -1.989 -3.741 1.588
C 4.704 0.324 3.795
H -0.906 -5.348 -0.105
H 5.106 -0.889 5.526
C -3.164 0.421 -2.213
N -0.898 -2.161 0.520
C -1.996 -0.355 -1.665
H 2.177 3.335 -1.869
C 2.482 -0.541 0.868
H 2.495 -2.588 2.568
C 1.900 1.189 -2.021
N -2.275 -2.543 2.122
N -1.868 1.674 3.925
H -3.667 3.739 -1.753
H -1.894 3.381 2.677
H 5.320 1.150 4.131
H -2.863 1.747 4.122
H -5.979 0.857 -3.965
H 0.487 2.807 3.195
H 0.121 0.382 1.603
C 4.583 -0.820 4.579
Ti 0.339 -1.106 -0.942
C 2.760 2.408 -1.943
C -0.032 2.237 2.409
N -1.198 0.445 -0.905
C 1.200 0.778 -3.114
C 0.317 -4.191 -1.244
H 3.400 2.354 -1.065
N 1.629 -4.608 -2.832
H -0.438 -1.983 -3.932
N -0.578 -4.405 -0.212
O -1.308 2.695 -0.314
N 0.875 -3.025 -1.587
C -0.033 -0.988 -4.071
C 3.242 -0.638 2.138
H 1.515 2.484 -4.433
N 1.715 -3.353 -2.616
H 3.403 2.502 -2.823
C -4.227 0.062 -3.006
```


# 3
Density functional theory data (ωB97M-V with the def2-TZVPD basis set) for a structure of composition C28H28N2PdSi in a non-equilibrium geometry.

Values from the calculation:
Spin multiplicity = 3
<S²> = 2.035
Energy relative to the best compared isomer or geometry (same formula, charge and spin) = 486.9 kJ/mol
Gap between HOMO and LUMO (alpha / beta) = 2.700 / 4.414 eV
Total energy = -1610.35096 Eh
Strongest force on any atom = 7.9 eV/Å

Structure (XYZ):
```
60
C28H28N2PdSi (ωB97M-V with the def2-TZVPD basis set)
C -3.156 -1.894 4.882
H 3.185 -2.923 5.599
H -2.631 0.688 -1.901
C 2.244 0.431 -3.868
C -1.922 1.925 -5.530
C 1.822 -1.883 -4.504
H -1.348 -1.022 -1.249
C -0.262 -1.254 -1.005
C -1.281 0.565 -3.605
H 3.026 0.141 2.540
C 2.554 -0.542 3.244
H 3.370 -2.850 -5.649
H 4.115 1.265 -4.537
C -2.419 1.026 -2.920
N 1.211 -0.543 3.275
H -4.218 2.213 -3.029
H -1.175 2.454 4.190
C 1.194 2.570 1.806
C 0.826 2.459 3.183
C -0.942 -1.225 4.143
C -0.007 2.719 1.037
C 1.436 -0.721 -3.808
H 1.131 -2.733 -4.529
C 1.244 -2.152 5.033
C -2.830 -0.240 3.156
C -1.116 2.652 1.944
C 3.890 -0.804 -5.148
Si -0.183 -0.759 -2.909
Pd -0.010 0.934 2.036
H -3.203 0.484 2.431
H -0.069 2.800 -0.047
C -3.693 -1.012 3.941
N -1.499 -0.395 3.227
H -2.165 2.710 1.676
C 2.634 -2.239 4.955
C 3.061 -1.934 -5.147
H -0.176 -2.314 -0.739
H 2.209 2.560 1.420
C 3.482 0.376 -4.521
H -3.670 3.192 -5.264
H 4.856 -0.848 -5.645
C 3.299 -1.414 4.048
H -4.765 -0.903 3.794
H -0.821 -2.112 -3.166
C 0.535 -1.312 4.164
H -0.202 0.629 -5.501
C -1.766 -1.964 5.001
H 1.509 2.367 4.028
H -3.800 -2.505 5.517
H 0.759 -0.867 -1.415
H 4.380 -1.415 3.935
H 0.672 -2.707 5.767
C -1.057 1.005 -4.925
C -0.595 2.510 3.272
H -1.281 -2.574 5.756
H 1.901 1.361 -3.405
H -1.737 2.262 -6.551
C -3.305 1.909 -3.547
H -0.210 -0.561 -0.108
C -3.031 2.415 -4.824
```


# 4
Density functional theory data (ωB97M-V with the def2-TZVPD basis set) for an isolated molecule of C28H28N4O3.

Values from the calculation:
Spin multiplicity = 1
Energy relative to the best compared isomer or geometry (same formula, charge and spin) = 161.3 kJ/mol
Gap between HOMO and LUMO = 8.184 eV
Total energy = -1528.57126 Eh
Strongest force on any atom = 0.8 eV/Å

Structure (XYZ):
```
63
C28H28N4O3 (ωB97M-V with the def2-TZVPD basis set)
H 4.297 1.062 2.095
H 6.751 -1.403 1.561
H -5.534 -2.823 -1.258
N 3.258 -0.204 0.862
C 1.126 0.416 -0.042
C -2.438 2.105 1.362
C -2.128 -0.747 -2.476
C -1.034 0.951 -0.941
C 1.014 -0.847 -0.652
C 2.288 0.783 0.755
H 2.005 -2.753 -0.933
C 7.801 -0.559 -0.100
H 8.617 0.469 -1.790
H 6.695 2.002 -2.001
H -3.083 -0.736 -1.954
C 7.788 0.395 -1.103
C 5.647 1.161 -0.341
C 6.708 1.255 -1.222
C 5.654 0.204 0.667
H -0.098 -4.115 0.847
O -1.579 -2.785 1.022
H 4.807 1.835 -0.426
O -2.655 2.093 -2.241
C -4.104 2.954 -0.140
N -2.786 2.369 -0.016
H -0.979 -3.810 -0.671
H 8.641 -1.230 -0.003
C 2.073 -1.783 -0.472
H -3.416 0.866 2.880
H 0.170 2.307 0.227
H -5.481 1.369 -0.671
H -4.165 3.820 0.525
C 0.076 1.323 -0.211
C -3.087 -1.022 1.066
C -3.650 -2.946 -0.268
H -6.082 -0.602 -0.430
C 4.475 0.102 1.599
H -2.202 -0.051 -3.309
H 4.643 -0.670 2.356
C -5.141 -1.050 -0.153
N -4.579 0.907 1.151
C -5.154 1.878 0.235
H -4.256 2.380 2.541
C -1.023 -0.320 -1.571
C -4.835 -2.313 -0.611
H -1.926 -1.747 -2.847
H -1.717 -4.818 0.613
C -2.775 -2.292 0.588
H -3.433 -3.925 -0.660
C 3.144 -1.421 0.265
H -4.240 3.281 -1.171
H -2.102 3.036 1.835
O 2.426 1.861 1.311
C 6.736 -0.657 0.779
H -6.023 2.351 0.706
N -0.036 -1.173 -1.413
H -1.624 1.385 1.406
C -4.251 -0.363 0.685
H -2.364 -0.585 1.733
H 3.981 -2.086 0.420
C -3.693 1.559 2.087
C -2.213 1.845 -1.132
C -1.082 -3.950 0.409
```


# 5
Density functional theory data (ωB97M-V with the def2-TZVPD basis set) for a cluster of 2 separate species, C28H28O4 in total in a non-equilibrium geometry.

Values from the calculation:
Spin multiplicity = 1
Energy relative to the best compared isomer or geometry (same formula, charge and spin) = 309.6 kJ/mol
Gap between HOMO and LUMO = 2.776 eV
Total energy = -1384.58503 Eh
Strongest force on any atom = 2.4 eV/Å

Structure (XYZ):
```
60
C28H28O4 (ωB97M-V with the def2-TZVPD basis set)
C 2.731 -4.871 5.637
O 5.995 2.170 0.882
H 0.034 -4.360 5.221
H -5.050 4.086 0.727
H 5.789 3.375 2.537
H 2.304 -7.191 4.051
C -5.286 3.035 0.773
C -2.768 -0.161 2.228
O 0.835 -5.766 2.055
C 1.786 -6.976 6.681
C 1.453 -6.522 4.204
H 1.377 -1.812 0.584
H 3.706 2.894 2.197
H -6.647 3.107 -0.871
H 1.856 -6.551 7.683
H 0.080 1.574 1.738
C 2.522 1.193 1.758
C -6.468 1.133 -0.072
H -2.164 1.863 2.591
C -0.094 -0.553 1.417
H -7.161 0.703 -0.776
H 5.308 4.109 0.969
O -4.131 0.003 2.567
C -2.331 -1.416 1.780
H 2.714 -7.510 6.483
C 1.541 -5.882 5.626
H 1.722 1.524 2.389
C 1.234 -0.835 1.016
C -0.557 0.717 1.831
C 2.408 -0.044 1.083
C -4.657 2.236 1.697
H -3.964 2.662 2.397
H 3.680 -5.415 5.625
H 0.976 -7.704 6.685
H 3.537 -1.490 -0.032
C 6.018 3.449 1.473
C 4.798 1.476 1.012
H 5.592 -0.170 -0.097
H -0.616 -5.831 5.937
C -5.835 0.328 0.846
H 7.022 3.861 1.358
C -4.896 0.861 1.734
C 2.712 -3.899 4.489
C -1.040 -1.606 1.383
C 3.572 -0.527 0.446
H 0.270 -4.680 6.937
C 2.090 -4.273 3.277
O 3.222 -2.797 4.634
C 1.431 -5.509 3.092
H -0.727 -2.574 1.030
H -6.020 -0.732 0.867
C 4.722 0.208 0.411
C 3.668 1.939 1.703
H -3.051 -2.214 1.718
H 2.719 -4.293 6.564
H 2.064 -3.565 2.474
C -1.845 0.897 2.248
H 0.553 -7.137 4.133
C 0.230 -5.144 5.951
C -6.188 2.487 -0.118
```


# 6
Density functional theory data (ωB97M-V with the def2-TZVPD basis set) for a structure of composition C28H29BNO2PPtSe2 in a non-equilibrium geometry.

Values from the calculation:
Spin multiplicity = 5
<S²> = 6.029
Gap between HOMO and LUMO (alpha / beta) = 8.759 / 5.120 eV
Total energy = -6577.48614 Eh
Strongest force on any atom = 1.5 eV/Å
Total charge = +2

Structure (XYZ):
```
65
C28H29BNO2PPtSe2 (ωB97M-V with the def2-TZVPD basis set)
H 4.694 -3.246 3.057
C 2.851 -3.263 1.971
H 2.176 6.559 -2.376
H 3.694 -2.300 5.103
C 1.731 -2.175 4.268
C 0.756 5.010 -0.667
H -0.343 -4.766 3.888
B 0.036 0.621 -0.019
H -0.550 7.805 -3.201
C -2.321 -4.856 6.627
Se -1.076 0.104 3.706
H -0.431 6.216 -5.001
C 0.535 -2.714 -3.757
H 1.684 7.012 -4.002
C 1.494 -2.965 1.994
P -0.841 -2.036 3.352
C -1.844 -2.699 -3.650
C 3.640 -3.014 3.082
H 1.492 -2.343 -1.864
C 1.676 6.209 -3.273
C 0.209 5.795 -2.996
C -1.467 -5.305 5.628
N -0.564 -2.325 -1.692
H -2.627 -2.329 -1.682
H -1.473 5.079 -4.166
O 0.497 1.670 0.786
H -1.198 -4.171 -5.999
C 0.874 4.074 0.335
H 0.098 4.561 -4.787
C -1.007 -4.422 4.670
C -0.113 3.389 -2.256
H 1.063 6.018 -0.442
H 1.467 -2.820 -4.291
H 1.260 4.330 1.307
H -1.406 -2.476 -6.391
C -2.242 -2.630 5.728
H -3.343 -3.181 7.472
C -2.696 -3.525 6.681
C -0.541 7.025 -2.446
C 0.554 -2.447 -2.404
C -1.742 -2.436 -2.299
H -1.567 6.756 -2.209
H -2.818 -2.793 -4.104
Pt -0.345 -1.353 0.314
Se -2.105 -2.576 1.612
H -1.156 -6.336 5.602
O -0.269 1.128 -1.279
H -2.536 -1.589 5.769
H 1.290 -1.755 5.163
C 0.002 2.448 -1.258
C -0.439 5.376 -4.312
H 3.289 -3.716 1.094
H 0.872 -3.247 1.137
C 3.082 -2.474 4.231
H 0.220 -3.175 -6.328
C 0.261 4.705 -1.964
C -0.763 -3.181 -5.866
H -0.470 3.104 -3.229
H -0.079 7.434 -1.554
H 2.230 5.362 -3.668
H -2.689 -5.552 7.364
C 0.938 -2.428 3.152
C -0.687 -2.855 -4.419
C 0.485 2.775 0.035
C -1.400 -3.088 4.725
```


# 7
Density functional theory data (ωB97M-V with the def2-TZVPD basis set) for a structure of composition C28H29BaN13O2 in a non-equilibrium geometry.

Values from the calculation:
Spin multiplicity = 1
Energy relative to the best compared isomer or geometry (same formula, charge and spin) = 68.4 kJ/mol
Gap between HOMO and LUMO = 7.880 eV
Total energy = -1971.86582 Eh
Strongest force on any atom = 2.0 eV/Å
Total charge = +2

Structure (XYZ):
```
73
C28H29BaN13O2 (ωB97M-V with the def2-TZVPD basis set)
C -3.880 -0.697 7.948
N 2.648 4.236 1.110
C -3.409 0.884 -1.731
H 2.017 -1.014 3.034
N 0.870 -1.771 4.605
H 1.994 3.443 -0.706
C -3.083 -1.649 7.326
H 6.034 -2.045 -0.220
C -2.597 1.700 0.280
O -1.719 1.725 1.186
H 3.709 5.170 3.190
C 0.866 4.400 4.913
H 4.575 -4.362 -0.064
H 5.205 -0.720 -1.064
N -0.480 -1.870 4.698
H -2.928 4.020 1.658
C 1.665 6.525 4.137
H 2.975 -4.266 -0.830
N -0.131 -0.960 2.750
H -2.416 -0.484 -2.866
C -2.504 1.043 7.032
N 4.066 -2.472 -0.854
N 2.065 -1.167 -0.224
N -3.241 0.081 -2.783
N -3.695 2.500 0.417
N 2.541 3.705 2.353
H -1.729 -3.210 5.695
C -1.263 4.227 6.183
H 4.431 -4.280 -1.839
H -2.125 -1.367 3.480
H -5.507 3.140 -0.365
N -2.440 0.894 -0.804
C -1.132 -2.333 5.936
H -4.220 1.402 8.267
C -3.789 3.361 1.614
C -2.252 2.484 6.858
C -4.666 2.481 -0.538
H 3.469 3.751 4.209
H 1.715 1.948 3.183
O -1.136 2.870 6.180
C -1.986 -1.260 6.568
C 0.576 7.150 4.737
C 2.068 3.328 0.364
N -2.304 4.635 6.799
C -3.598 0.651 7.798
C -0.233 5.017 5.489
H 2.400 7.116 3.601
H -0.314 -2.652 6.578
H -3.322 -2.701 7.435
H 0.981 3.327 5.019
H -4.701 3.945 1.529
C 5.361 -1.794 -1.038
H -5.353 1.683 -2.371
C -1.692 0.091 6.430
H -3.921 0.031 -3.521
C 3.009 -1.781 -0.520
C -0.375 6.401 5.406
C -4.575 1.691 -1.622
C -1.053 -1.398 3.603
H 5.790 -2.115 -1.984
N -2.969 3.465 7.248
C 2.970 4.461 3.551
N 1.586 2.245 1.049
H -4.730 -1.008 8.542
C 1.814 5.149 4.223
Ba -0.039 0.278 0.402
H -3.826 2.744 2.507
H 0.471 8.226 4.677
C 1.032 -1.221 3.427
H -0.833 0.413 5.852
C 1.914 2.543 2.303
C 4.009 -3.943 -0.895
H -1.228 6.879 5.872
```


Q: Which value of strongest force on any atom does entry 6 give?
A: 1.5 eV/Å


Q: Which of these has the highest total energy?
A: C28H28O4


Q: Which formula does entry 4 have?
A: C28H28N4O3


Q: Look up the spin multiplicity of the third one.
A: 3